1.
19
Properties=species:S:1:pos:R:3:lowdin_charge:R:1 method="wB97M-V/def2-TZVPD" charge=-1 homo_ev=-3.78 orbital_gap_ev=7.8
C 1.091 -0.196 1.587 -0.35
N 1.393 -0.689 0.223 -0.07
C 0.025 -0.969 -0.435 -0.42
O -0.374 -0.017 -1.332 -0.34
C -0.083 0.811 1.665 -0.14
H 1.936 0.119 2.242 0.09
H 0.591 -1.089 2.074 0.09
H 1.804 0.187 -0.259 0.11
H 0.137 -1.774 -1.167 0.09
H -0.784 -1.176 0.424 0.11
H -0.326 1.196 0.776 -0.02
H -1.160 0.260 1.894 0.10
H 0.152 1.489 2.587 0.08
H -2.002 0.312 -0.878 -0.06
H -3.094 -0.244 0.052 0.00
O -2.930 0.353 -0.680 -0.09
H 0.750 0.373 -2.347 0.01
H 1.432 0.963 -3.348 -0.06
O 1.442 0.092 -3.079 -0.14

---

2.
19
Properties=species:S:1:pos:R:3:lowdin_charge:R:1 method="wB97M-V/def2-TZVPD" charge=-1 homo_ev=-4.21 orbital_gap_ev=8.2
C 0.187 0.329 -0.952 -0.30
O -1.096 -0.201 -0.886 -0.35
C 0.991 0.023 0.438 -0.41
C 2.158 0.888 0.947 -0.14
N 0.076 -0.239 1.595 0.05
H -0.021 1.413 -1.099 0.09
H 0.644 -0.026 -1.834 0.07
H 1.569 -0.906 0.224 0.12
H 1.915 1.812 1.574 0.06
H 2.593 0.330 1.865 0.07
H 2.886 1.119 0.041 0.09
H -0.519 0.575 1.499 0.06
H -0.389 -1.056 1.523 0.01
H -0.826 -2.744 -2.494 -0.08
H -1.122 -1.671 -1.386 0.02
O -0.837 -2.672 -1.598 -0.14
H -2.982 1.785 0.328 -0.06
H -2.266 0.374 -0.229 0.01
O -2.964 0.867 0.444 -0.18

---

3.
19
Properties=species:S:1:pos:R:3:lowdin_charge:R:1 method="wB97M-V/def2-TZVPD" charge=-1 homo_ev=-3.80 orbital_gap_ev=7.8
C 0.345 1.068 -1.713 -0.33
N 1.401 0.900 -0.754 -0.08
C 0.951 0.862 0.662 -0.47
O -0.074 0.016 0.906 -0.31
C 0.752 0.469 -3.066 -0.12
H 0.146 2.121 -1.927 0.10
H -0.603 0.612 -1.407 0.10
H 1.907 0.048 -0.932 0.08
H 1.878 0.552 1.204 0.09
H 0.766 1.906 0.973 0.09
H 0.853 -0.616 -3.004 0.07
H -0.084 0.512 -3.782 0.06
H 1.589 1.026 -3.467 0.06
H -0.536 -0.618 2.288 -0.03
H -1.107 -0.243 3.703 0.00
O -0.918 -1.012 3.143 -0.16
H -1.442 -1.142 0.247 -0.01
H -1.672 -2.415 1.065 0.01
O -1.992 -1.952 0.273 -0.12

---

Ranked by calculated energy, most stable first: 3, 2, 1.

---

1.
18
Properties=species:S:1:pos:R:3:lowdin_charge:R:1 method="wB97M-V/def2-TZVPD" charge=+1 homo_ev=-15.33 orbital_gap_ev=10.3
C -2.771 0.167 0.713 -0.08
C -1.314 -0.003 1.250 -0.21
C -0.379 0.440 0.114 -0.17
C 1.816 -0.369 0.645 0.19
N 1.005 0.617 0.587 0.07
H -3.443 -0.097 1.523 0.08
H -2.884 -0.443 -0.179 0.08
H -2.953 1.192 0.389 0.08
H -1.151 -1.079 1.332 0.11
H -1.282 0.540 2.190 0.12
H -0.758 1.326 -0.393 0.14
H -0.374 -0.323 -0.663 0.12
H 1.459 -1.332 0.314 0.13
H 2.668 -0.189 1.287 0.13
H 1.278 1.502 0.993 0.18
H 1.680 -0.445 -3.550 0.06
H 1.231 -1.469 -2.436 0.03
O 1.602 -0.599 -2.592 -0.06

---

2.
18
Properties=species:S:1:pos:R:3:lowdin_charge:R:1 method="wB97M-V/def2-TZVPD" charge=+1 homo_ev=-14.30 orbital_gap_ev=6.2
C 2.663 -0.850 0.490 0.00
C 1.413 -0.729 -0.454 -0.17
C 0.178 -1.013 0.202 0.16
C -0.418 -0.039 1.077 -0.15
N -1.663 0.052 1.309 0.23
H 2.563 -0.237 1.382 0.09
H 3.556 -0.639 -0.069 0.09
H 2.750 -1.880 0.819 0.09
H 1.538 -1.362 -1.328 0.14
H 1.397 0.324 -0.756 0.16
H -0.360 -1.928 -0.034 0.16
H 0.246 0.703 1.536 0.15
H -3.098 -0.446 -4.894 0.00
H -2.957 0.231 -5.188 0.00
H -2.198 -0.673 0.824 0.11
H -2.137 3.488 2.059 0.05
H -1.926 2.058 1.488 -0.03
O -1.546 2.939 1.535 -0.07

---

3.
18
Properties=species:S:1:pos:R:3:lowdin_charge:R:1 method="wB97M-V/def2-TZVPD" charge=+1 homo_ev=-12.05 orbital_gap_ev=3.8
C -1.307 -1.887 -0.515 -0.14
C 0.013 -0.903 -0.376 -0.14
C -0.194 0.435 -0.991 0.03
C -1.551 1.185 0.020 -0.20
O -2.557 0.495 -0.281 0.05
N -1.963 -1.776 -1.824 0.11
H -1.223 -2.914 -0.208 0.12
H 8.006 4.257 5.928 0.00
H 0.150 -0.922 0.684 0.11
H 0.863 -1.480 -0.872 0.18
H -0.486 0.321 -2.030 0.12
H 0.582 1.119 -0.687 0.13
H -1.105 1.436 1.000 0.14
H -1.563 2.193 -0.490 0.16
H -2.028 -1.316 0.142 0.13
H -1.944 -2.403 -2.611 0.11
H -2.647 -1.040 -1.750 0.08
H 8.953 3.199 4.862 0.00

---

4.
18
Properties=species:S:1:pos:R:3:lowdin_charge:R:1 method="wB97M-V/def2-TZVPD" charge=+1 homo_ev=-12.94 orbital_gap_ev=9.5
C -1.630 1.091 1.255 -0.01
N -1.044 -0.289 1.378 0.13
H -1.771 1.346 0.224 0.08
H -2.572 1.049 1.829 0.12
H -0.896 1.750 1.691 0.10
H -0.138 -0.341 0.807 0.12
H -1.741 -0.950 1.051 0.16
H -0.775 -0.476 2.361 0.18
C -0.064 -0.251 -2.063 -0.11
C 0.886 0.195 -1.029 -0.21
C 1.829 -0.630 -0.468 -0.13
O 2.574 -0.181 0.703 -0.04
H 0.026 0.308 -2.999 0.09
H 0.129 -1.324 -2.395 0.11
H -1.056 -0.156 -1.666 0.05
H 0.843 1.245 -0.686 0.13
H 2.057 -1.652 -0.841 0.14
H 3.345 -0.734 0.849 0.09

---

Ranked by calculated energy, most stable first: 1, 4, 2, 3.

---

1.
9
Properties=species:S:1:pos:R:3:lowdin_charge:R:1 method="wB97M-V/def2-TZVPD" homo_ev=-9.78 orbital_gap_ev=10.1
O 1.564 -0.257 0.398 0.08
N 0.326 0.283 0.263 -0.21
N 0.004 1.455 0.784 0.05
N -1.234 1.649 0.458 -0.04
N -1.712 0.618 -0.260 0.01
C -0.716 -0.251 -0.380 -0.71
S -0.766 -1.769 -1.231 0.86
H 2.042 0.372 0.907 0.10
H 0.492 -2.101 -0.940 -0.13

---

2.
9
Properties=species:S:1:pos:R:3:lowdin_charge:R:1 method="wB97M-V/def2-TZVPD" homo_ev=-10.04 orbital_gap_ev=10.0
O -0.386 -1.939 -0.624 0.08
C -0.063 -1.057 0.111 -0.55
N 0.592 -1.173 1.405 0.11
N 0.840 -0.010 1.832 0.01
N 0.480 0.959 0.955 -0.04
N -0.204 0.327 -0.057 -0.46
S -0.423 1.125 -1.543 0.85
H -0.008 1.699 1.365 0.12
H -1.715 1.434 -1.295 -0.12

---

Ranked by calculated energy, most stable first: 2, 1.

---

1.
37
Properties=species:S:1:pos:R:3:lowdin_charge:R:1 method="wB97M-V/def2-TZVPD" homo_ev=-9.09 orbital_gap_ev=9.6
C 2.806 -1.492 -2.484 -0.11
C 2.846 -1.540 -0.931 -0.22
C 2.592 -0.189 -0.184 -0.19
C 2.744 1.096 -1.044 -0.21
C 1.552 1.477 -1.904 -0.21
C 0.136 1.129 -1.497 -0.28
N -0.263 1.424 -0.112 0.00
H 3.197 -2.392 -2.885 0.05
H 3.426 -0.670 -2.860 0.06
H 1.764 -1.433 -2.799 0.07
H 3.810 -1.945 -0.616 0.10
H 2.051 -2.250 -0.748 0.09
H 3.366 -0.165 0.581 0.10
H 1.622 -0.241 0.298 0.06
H 2.984 1.897 -0.337 0.10
H 3.681 0.902 -1.582 0.10
H 1.793 1.266 -2.944 0.10
H 1.540 2.567 -1.975 0.10
H -0.569 1.756 -2.067 0.11
H -0.254 0.128 -1.718 0.10
H 0.085 0.846 0.647 0.02
H -0.360 2.393 0.162 0.07
O 0.108 -0.323 2.289 -0.08
H -0.334 -1.208 2.203 0.02
H 0.629 -0.241 3.098 0.05
O -1.202 -2.712 1.751 -0.05
H -1.335 -2.808 0.817 0.04
H -1.982 -2.238 2.072 0.02
O -2.141 2.668 2.185 -0.08
H -1.961 2.618 3.152 0.05
H -1.607 1.962 1.784 -0.01
O -3.535 -1.272 1.482 -0.07
H -3.375 -1.020 0.541 0.02
H -4.481 -1.327 1.627 0.05
O -3.296 0.043 -1.002 -0.04
H -2.341 0.147 -1.093 0.02
H -3.551 0.848 -0.545 0.06

---

2.
37
Properties=species:S:1:pos:R:3:lowdin_charge:R:1 method="wB97M-V/def2-TZVPD" homo_ev=-9.08 orbital_gap_ev=9.6
C -2.525 -1.215 -0.960 -0.09
C -2.023 0.024 -0.079 -0.39
C -3.025 1.247 0.003 -0.08
C -0.621 0.458 -0.670 -0.14
C 0.504 -0.212 0.212 -0.43
C 0.390 0.346 1.561 -0.09
N 1.885 0.031 -0.313 0.02
H -3.322 -1.822 -0.422 0.08
H -1.702 -2.018 -1.147 0.07
H -2.768 -0.796 -1.984 0.08
H -1.807 -0.413 0.963 0.12
H -3.232 1.735 -1.029 0.09
H -2.732 2.064 0.568 0.02
H -4.131 1.044 0.279 0.09
H -0.525 1.563 -0.848 0.12
H -0.848 0.116 -1.757 0.12
H 0.282 -1.341 0.071 0.13
H 1.271 -0.160 2.302 0.17
H -0.540 0.130 1.911 0.03
H 0.540 1.375 1.629 0.02
H 2.402 0.742 0.271 0.09
H 2.095 0.189 -1.275 0.06
O -0.499 2.699 3.004 -0.05
H -0.647 2.855 3.919 0.02
H 0.183 2.010 3.124 0.02
O 0.349 -3.077 -0.871 -0.01
H 1.160 -3.140 -0.495 -0.06
H -0.155 -3.837 -0.746 0.03
O 2.818 -2.629 0.244 -0.11
H 2.611 -1.604 0.232 0.05
H 3.585 -2.845 -0.258 0.02
O 2.673 3.305 0.917 -0.12
H 1.667 3.457 0.835 0.07
H 2.992 3.887 0.165 0.06
O 1.109 -1.069 -3.369 -0.07
H 1.920 -1.572 -3.364 0.03
H 0.666 -1.526 -2.623 0.01

---

Ranked by calculated energy, most stable first: 1, 2.

---

1.
27
Properties=species:S:1:pos:R:3:lowdin_charge:R:1 method="wB97M-V/def2-TZVPD" homo_ev=-8.53 orbital_gap_ev=9.4
C 1.459 0.426 -0.005 -0.65
C 0.416 -0.377 -0.772 -0.01
C 1.793 -0.229 1.336 -0.05
C 2.728 0.483 -0.884 -0.05
N 0.916 1.766 0.266 0.05
O -0.310 -2.482 0.566 -0.32
H 0.134 -2.762 1.370 -0.04
H 0.785 2.276 -0.601 0.08
H 1.574 2.301 0.823 0.08
H 0.779 -1.355 -1.063 0.11
H 0.090 0.146 -1.676 0.10
H 2.583 0.328 1.841 0.08
H 2.512 0.941 -1.850 0.08
H 0.913 -0.247 1.976 0.08
H 2.136 -1.250 1.183 0.08
H 3.130 -0.514 -1.060 0.08
H 3.494 1.080 -0.387 0.08
C -2.295 -0.097 -0.721 -0.29
C -3.564 0.173 0.083 -0.09
N -1.118 -0.203 0.123 -0.04
H -0.991 0.627 0.696 0.10
H -0.972 -1.398 0.627 0.07
H -2.390 -1.042 -1.261 0.12
H -2.159 0.695 -1.471 0.11
H -4.439 0.162 -0.566 0.07
H -3.699 -0.593 0.847 0.08
H -3.506 1.142 0.578 0.07

---

2.
27
Properties=species:S:1:pos:R:3:lowdin_charge:R:1 method="wB97M-V/def2-TZVPD" homo_ev=-8.35 orbital_gap_ev=9.2
C -2.428 0.727 0.174 -0.09
C -2.721 -0.753 -0.002 -0.52
N -1.776 -1.303 -1.019 0.02
O -2.533 -1.477 1.187 -0.04
H -1.152 0.845 0.029 0.10
H -2.835 1.281 -0.676 0.06
H -2.944 1.094 1.062 0.07
H -3.764 -0.962 -0.296 0.13
H -2.036 -0.947 -1.933 0.09
H -1.874 -2.314 -1.061 0.09
H -1.692 -1.167 1.558 0.07
C 2.012 1.728 0.470 -0.05
C 1.495 0.355 0.026 -0.68
C 1.139 -0.489 1.254 -0.05
C 2.570 -0.366 -0.801 -0.06
N 0.269 0.556 -0.752 -0.01
H 2.885 1.623 1.113 0.08
H 1.236 2.261 1.015 0.08
H 2.299 2.327 -0.394 0.08
H 0.409 0.036 1.869 0.08
H 0.711 -1.443 0.950 0.08
H 2.026 -0.677 1.856 0.08
H 3.477 -0.510 -0.216 0.08
H 2.213 -1.345 -1.122 0.08
H 2.832 0.217 -1.685 0.08
H -0.288 -0.376 -1.009 0.09
H 0.470 1.077 -1.600 0.09

---

Ranked by calculated energy, most stable first: 2, 1.

---

1.
9
Properties=species:S:1:pos:R:3:lowdin_charge:R:1 method="wB97M-V/def2-TZVPD" charge=-1 homo_ev=-3.50 orbital_gap_ev=7.4
C -1.763 -0.511 -0.266 -0.11
C 1.132 -0.440 -0.884 -0.51
C 1.088 0.789 -0.223 -0.80
O 0.601 1.742 0.306 0.05
O 2.314 0.550 -0.554 -0.05
O -1.459 0.111 0.756 -0.06
Cl 1.346 -1.687 0.386 0.46
H -2.519 -1.349 -0.127 -0.01
H -0.740 0.797 0.606 0.04

---

2.
9
Properties=species:S:1:pos:R:3:lowdin_charge:R:1 method="wB97M-V/def2-TZVPD" charge=-1 homo_ev="-5.06 / -5.06" orbital_gap_ev="7.0 / 7.0"
C 0.089 -0.399 -1.724 -0.78
C 0.009 2.120 1.815 0.14
C 0.202 -1.066 -0.310 -0.68
O -1.037 -0.139 -2.114 -0.04
O 1.225 -0.290 -2.182 -0.01
O 1.153 -1.209 0.363 0.03
Cl -1.286 -2.046 0.169 0.48
H -1.046 1.861 1.971 -0.09
H 0.693 1.168 2.011 -0.03

---

3.
9
Properties=species:S:1:pos:R:3:lowdin_charge:R:1 method="wB97M-V/def2-TZVPD" charge=-1 homo_ev="-3.39 / -3.39" orbital_gap_ev="6.9 / 6.9"
C -1.198 -1.508 0.851 -0.73
C 1.540 1.436 -0.244 -0.05
C -0.598 -0.206 -0.074 -0.50
O -1.750 -2.338 0.171 0.00
O -0.954 -1.306 2.038 -0.01
O 0.557 0.315 0.036 -0.19
Cl -1.493 0.336 -1.545 0.55
H 1.309 2.051 -1.080 -0.05
H 2.587 1.219 -0.152 -0.03

---

Ranked by calculated energy, most stable first: 3, 2, 1.

---

1.
24
Properties=species:S:1:pos:R:3:lowdin_spin:R:1 method="wB97M-V/def2-TZVPD" s_squared=0.7505 multiplicity=2 homo_ev="-2.66 / -9.90" orbital_gap_ev="3.3 / 10.5"
C 0.721 -0.222 -0.229 0.07
C 0.114 -1.323 0.628 0.05
C -0.184 -2.543 -0.261 0.00
C -2.370 -1.636 -1.065 0.01
C -1.361 -2.488 -1.178 0.00
N 0.671 1.147 0.374 0.10
H 1.772 -0.450 -0.408 0.02
H 0.268 -0.126 -1.214 0.01
H -0.779 -0.973 1.154 0.03
H 0.812 -1.645 1.393 0.02
H 0.759 -2.687 -0.788 0.00
H -0.308 -3.442 0.356 0.00
H -2.316 -0.808 -0.364 0.02
H -3.219 -1.576 -1.724 0.00
H -1.341 -3.226 -1.974 0.00
H 0.105 1.101 1.249 0.13
H 0.072 1.814 -0.154 0.02
H 1.621 1.635 0.511 0.02
H 3.017 1.889 2.276 0.07
H 3.428 2.961 1.161 0.04
O 2.769 2.298 1.415 0.14
H -1.855 3.198 0.304 0.06
H -1.280 3.820 -1.117 0.03
O -1.115 3.281 -0.343 0.12

---

2.
24
Properties=species:S:1:pos:R:3:lowdin_spin:R:1 method="wB97M-V/def2-TZVPD" s_squared=0.7506 multiplicity=2 homo_ev="-2.93 / -11.03" orbital_gap_ev="3.6 / 11.6"
C 1.484 -2.034 0.603 0.10
C 0.975 -0.618 0.204 0.06
C 0.148 -0.319 -0.909 0.03
C -0.252 1.062 -1.396 0.02
C 0.812 2.102 -1.302 0.01
O 0.833 2.586 0.029 0.05
N 0.221 -0.073 1.456 0.17
H 0.704 -2.786 0.741 0.03
H 1.931 -1.964 1.699 0.05
H 2.491 -2.264 0.074 0.01
H 1.878 0.118 0.148 0.02
H -0.820 -0.957 -0.890 0.01
H 0.578 -0.904 -1.754 0.00
H -1.082 1.281 -0.556 0.01
H -0.575 1.028 -2.457 0.00
H 1.895 1.810 -1.682 0.00
H 0.500 3.006 -1.824 0.00
H 0.750 3.506 -0.070 0.00
H 0.251 0.934 1.334 0.05
H 0.833 -0.279 2.287 0.15
H -0.690 -0.570 1.745 0.15
H -4.204 -2.131 1.380 0.01
H -4.491 -1.313 0.136 0.01
O -4.172 -1.221 1.001 0.06

---

3.
24
Properties=species:S:1:pos:R:3:lowdin_spin:R:1 method="wB97M-V/def2-TZVPD" s_squared=0.7505 multiplicity=2 homo_ev="-2.76 / -9.11" orbital_gap_ev="3.3 / 9.5"
C 0.658 1.436 -0.496 0.14
C 0.137 1.116 -1.910 0.03
C -0.975 0.151 -2.188 0.02
C -0.723 -0.566 -3.277 0.01
C -2.198 0.167 -1.352 0.04
N 0.837 0.218 0.379 0.16
H 1.493 2.200 -0.508 0.04
H -0.187 2.002 -0.043 0.03
H 1.066 0.952 -2.422 0.02
H -0.347 2.061 -2.290 0.00
H 0.144 -0.874 -3.839 0.00
H -1.612 -0.838 -3.931 0.00
H -2.842 -0.678 -1.640 0.00
H -1.842 -0.085 -0.352 0.03
H -2.762 1.102 -1.310 0.00
H 0.916 0.632 1.407 0.06
H -0.067 -0.263 0.274 0.04
H 1.721 -0.194 0.088 0.14
H 1.208 -1.123 3.165 0.02
H -0.009 -0.333 3.519 0.03
O 0.533 -0.492 2.728 0.09
H 0.897 -1.944 4.975 0.02
H 2.261 -2.700 4.598 0.01
O 1.691 -1.947 4.423 0.06

---

Ranked by calculated energy, most stable first: 1, 2, 3.

---

1.
18
Properties=species:S:1:pos:R:3:lowdin_spin:R:1 method="wB97M-V/def2-TZVPD" s_squared=0.7530 multiplicity=2 charge=+2 homo_ev="-21.50 / -21.96" orbital_gap_ev="12.4 / 7.6"
C 0.724 0.596 2.156 0.21
C 0.932 -0.645 1.383 0.25
C 1.243 -0.132 -0.214 0.29
C 0.101 0.627 -0.860 0.03
C -2.192 -0.130 -1.313 0.00
N -0.947 -0.335 -1.396 0.00
H 1.252 0.470 3.132 0.07
H 1.216 1.520 1.775 0.06
H -0.338 0.826 2.285 0.02
H 1.786 -1.239 1.707 0.01
H 0.057 -1.291 1.255 0.02
H 2.127 0.490 -0.223 0.00
H 1.491 -1.056 -0.749 0.03
H -0.479 1.213 -0.151 0.01
H 0.384 1.177 -1.755 0.01
H -2.895 -0.814 -1.789 0.00
H -2.558 0.673 -0.712 0.00
H -0.531 -1.130 -1.880 0.00

---

2.
18
Properties=species:S:1:pos:R:3:lowdin_spin:R:1 method="wB97M-V/def2-TZVPD" s_squared=0.7533 multiplicity=2 charge=+2 homo_ev="-19.49 / -19.49" orbital_gap_ev="9.7 / 6.1"
C 0.940 -0.202 1.773 0.00
C 0.320 -1.567 1.659 0.00
C -1.032 -1.218 1.096 0.00
C -0.661 -0.894 -0.387 0.00
C 0.089 0.164 -0.437 0.00
N 0.060 2.821 -3.011 0.92
H 0.670 0.303 0.715 0.00
H 2.030 -0.216 1.844 0.00
H 0.528 0.361 2.619 0.00
H 0.183 -2.149 2.548 0.00
H 0.846 -2.217 0.961 0.00
H -1.374 -0.278 1.506 0.00
H -1.838 -1.946 1.173 0.00
H -1.096 -1.516 -1.160 0.00
H 0.998 0.184 -1.032 0.00
H -0.883 3.145 -3.284 0.02
H 0.725 2.927 -3.804 0.02
H 0.072 1.899 -2.573 0.03

---

Ranked by calculated energy, most stable first: 1, 2.